Here is an isolated ion of composition C23H27N2O4 and charge +1 from the OMol25 dataset. Energies are from ωB97M-V/def2-TZVPD.

The geometry in XYZ format:
```
56
Properties=species:S:1:pos:R:3
O 2.370 3.788 1.344
O 1.044 -4.556 -3.574
O -0.933 -6.274 -3.091
O 0.476 4.696 -0.120
N -1.909 -0.580 -0.546
N 0.071 -0.440 1.893
C -0.622 -1.377 -0.293
C -0.899 1.361 0.620
C 3.463 3.402 2.165
C -0.346 -2.625 1.986
C 0.207 -3.036 -1.978
C -1.938 -7.237 -2.862
C -0.807 2.648 0.088
C -2.133 0.529 0.434
C -0.374 -1.523 1.166
C 1.264 1.658 1.656
C 0.111 -2.195 3.245
C -1.890 -4.769 -1.416
C -0.530 5.315 -0.904
C 4.425 4.576 2.226
C 1.353 2.943 1.149
C -1.785 -3.558 -0.747
C 0.148 0.866 1.392
C 0.364 -0.854 3.154
C 0.294 3.447 0.337
C -0.052 6.719 -1.233
C 0.119 -4.241 -2.650
C -0.947 -5.124 -2.367
C -0.738 -2.689 -1.019
H 0.110 7.279 -0.317
H 0.240 -2.808 4.114
H 0.884 6.674 -1.781
H 2.058 1.244 2.256
H 3.959 2.522 1.736
H 0.184 -0.774 -0.727
H -1.626 3.026 -0.504
H 0.847 -5.432 -3.936
H -1.712 -8.062 -3.535
H -2.930 -6.840 -3.097
H -1.917 -7.595 -1.829
H 0.702 -0.163 3.899
H 1.036 -2.386 -2.208
H -1.472 5.354 -0.340
H 3.101 3.151 3.171
H -2.521 -3.322 0.009
H -0.604 -3.628 1.712
H -1.863 -0.203 -1.498
H -2.962 1.143 0.079
H -2.708 -5.429 -1.183
H -2.689 -1.248 -0.510
H -2.412 0.065 1.383
H -0.692 4.741 -1.827
H 4.770 4.825 1.227
H -0.795 7.231 -1.837
H 3.926 5.444 2.646
H 5.279 4.320 2.845
```

Properties
total charge = +1
E_HOMO = -0.3974 Ha
calculated total energy = -35452.9820 eV
orbital gap = 8.3 eV
SMILES = CCOc1cc2c(cc1OCC)-n1cccc1[C@@H](c1ccc(OC)c(O)c1)[NH2+]C2

These are the Löwdin partial charges, in e, on atoms 1 to 8: -0.0083 0.1068 -0.0759 -0.0158 0.1205 -0.0101 -0.1418 -0.1590